1.
Density functional theory data (ωB97M-V/def2-TZVPD) for a molecular structure, C6H14O at a distorted geometry.

Cartesian coordinates (Å):
O1 0.9048 -1.9902 1.7838
C1 -0.2534 0.0770 0.0235
C2 0.3866 -0.1395 -1.2486
C3 -1.5155 -0.3894 0.3264
C4 0.3846 1.0838 0.9578
C5 0.1488 2.5228 0.4552
C6 -0.2818 -0.9529 -2.3684
H1 -0.6969 0.7190 -1.1515
H2 0.3756 -1.5431 -3.0002
H3 -0.8179 -0.2895 -3.0529
H4 1.7855 -1.8038 1.4499
H5 1.4689 0.9620 0.9553
H6 1.4695 -0.1941 -1.2998
H7 0.5114 3.3296 1.0912
H8 -1.0810 -1.5656 -1.9488
H9 -0.0112 0.9252 1.9572
H10 0.7718 2.6151 -0.4376
H11 -1.9998 -1.1882 -0.2094
H12 -0.8923 2.7085 0.1904
H13 0.2144 -1.6603 1.1894
H14 -2.0629 0.1891 1.0565

Results
Charge   0
Energy above the lowest of the compared OMol25 structures with the same formula, charge and spin   426.2 kJ/mol
HOMO   -0.28199 Ha
Frontier orbital gap   8.40 eV



2.
Density functional theory data (ωB97M-V/def2-TZVPD) for 2 unconnected molecules or ions with the total composition C4H8N2OS at a distorted geometry.

Cartesian coordinates (Å):
S1 -2.8058 0.3925 0.5370
O1 -0.6314 2.6060 -0.3576
N1 -0.8460 -1.1080 -0.3727
N2 -1.4027 -0.0705 -0.0139
C1 -1.5671 -2.3533 -0.3136
C2 -0.0287 1.6127 -0.4191
C3 1.2807 1.0085 -0.5331
C4 1.9253 1.0949 0.8584
H1 2.0022 2.1279 1.1869
H2 1.3252 0.5440 1.5757
H3 1.8845 1.5412 -1.2762
H4 2.9210 0.6627 0.8292
H5 -2.6465 -2.1884 -0.4123
H6 1.1641 -0.0400 -0.8244
H7 -1.1966 -2.9928 -1.1125
H8 -1.3782 -2.8375 0.6480

Results
Charge   0
Energy above the lowest of the compared OMol25 structures with the same formula, charge and spin   336.1 kJ/mol
HOMO   -0.27504 Ha
Frontier orbital gap   7.87 eV



3.
Density functional theory data (ωB97M-V/def2-TZVPD) for 11 unconnected molecules or ions with the total composition C20H65ClN5O14 at a distorted geometry.

Cartesian coordinates (Å):
Cl1 1.3836 -0.4002 0.2174
O1 4.8708 1.7138 1.9269
O2 0.7017 -1.1809 1.1971
O3 5.6414 0.6941 -0.5651
O4 0.7354 0.7981 -0.2049
O5 0.7732 1.0417 -3.7804
O6 3.0966 1.7585 -2.1619
O7 -3.5913 2.2138 -0.7742
O8 -0.4036 5.6029 -1.8029
O9 3.3964 -3.3968 0.3933
O10 -1.2705 -3.1744 6.1428
O11 -2.9630 -3.3883 -1.5040
O12 4.4246 -1.3100 2.8000
O13 1.5195 -1.2166 -0.9805
O14 2.6740 0.0249 0.6641
N1 0.0453 -4.4083 0.2689
N2 3.0396 -0.8067 -4.1617
N3 -2.6745 -0.4708 1.6785
N4 -1.1444 -1.4033 3.9380
N5 0.3832 3.8428 1.3016
C1 -1.8520 -3.9862 7.2160
C2 -0.4470 -1.1013 5.1764
C3 -0.6644 1.0649 -3.5187
C4 -1.6305 -3.1668 -0.9555
C5 -3.8688 2.2631 -2.1866
C6 -1.1811 -1.7345 6.4384
C7 -2.2134 1.8470 1.9059
C8 -3.1132 0.8325 1.1531
C9 1.0720 0.4049 -4.9494
C10 3.0937 -0.2904 -6.4950
C11 -2.9395 -3.8947 -2.8058
C12 -3.0989 0.9286 -0.3687
C13 -0.3500 0.4354 5.2305
C14 2.0053 5.0138 -0.0644
C15 0.5034 4.8844 0.2210
C16 -2.0162 -5.6201 0.0616
C17 -1.1160 -4.5030 -0.4979
C18 -0.3129 4.4269 -1.0249
C19 -1.2740 5.4438 -2.9165
C20 2.5811 0.1211 -5.1467
H1 -1.2439 6.3765 -3.4798
H2 2.0891 5.5809 -0.9915
H3 -1.2893 4.1653 -0.6170
H4 2.6866 -3.1004 -0.1764
H5 -0.8562 0.1073 -3.0345
H6 -2.4714 2.8384 1.5335
H7 4.4171 -0.3738 2.9993
H8 0.0511 3.6096 -1.6474
H9 3.0166 1.1124 -5.0208
H10 -0.5400 -1.2935 3.1362
H11 -2.1639 -3.6419 -3.5287
H12 -1.3568 0.7630 5.4895
H13 5.4066 1.1522 0.2419
H14 -2.3089 5.2696 -2.6221
H15 0.9633 3.0276 1.1636
H16 -2.8112 -3.6222 7.5844
H17 -2.3809 1.8921 2.9820
H18 3.2027 0.3416 -7.3764
H19 0.8423 0.9918 -5.8387
H20 4.0196 1.2762 1.9430
H21 -0.1525 0.8757 4.2532
H22 0.5298 -1.5833 5.1358
H23 -0.7384 1.8244 -2.7404
H24 -3.8562 -3.4461 -3.1885
H25 0.3550 -3.4561 0.4011
H26 0.3922 0.7733 5.9538
H27 -1.1605 -4.1421 8.0440
H28 3.0464 -1.7727 -4.4563
H29 -3.2648 3.0607 -2.6192
H30 -2.0725 0.7028 -0.6581
H31 -1.1794 -2.3965 4.1181
H32 2.4597 4.0445 -0.2694
H33 -2.0832 -4.9169 6.6980
H34 -3.7200 1.3673 -2.7895
H35 -4.1295 1.0136 1.5030
H36 -1.1449 1.7137 1.7367
H37 -0.1135 -4.7655 1.2001
H38 2.4660 -1.0945 -6.8790
H39 -4.8990 2.5792 -2.3506
H40 -1.5498 -6.5008 0.5031
H41 -1.3344 1.4076 -4.3072
H42 0.4531 4.2105 2.2397
H43 0.1481 5.8173 0.6587
H44 -1.0335 4.7042 -3.6802
H45 -0.9433 -2.5957 -1.5797
H46 -0.8160 -4.9987 -1.4211
H47 -0.5803 -1.4507 7.3025
H48 2.4559 1.4297 -2.7925
H49 0.5740 -0.5604 -5.0400
H50 2.4793 5.6975 0.6399
H51 3.1522 -4.2899 0.6361
H52 -2.3098 -0.2805 2.6009
H53 4.1305 -0.6189 -6.4229
H54 3.8267 -1.4022 2.0583
H55 -1.7528 -0.6366 1.3002
H56 -2.4688 -5.2928 0.9976
H57 -2.1561 -1.2970 6.6529
H58 5.4398 -0.2245 -0.3870
H59 2.2976 -0.8617 -3.4787
H60 -1.7809 -2.4723 -0.1290
H61 4.7126 2.5617 2.3420
H62 2.6474 1.7134 -1.3178
H63 -2.7252 -5.9364 -0.7036
H64 -3.0410 -4.9789 -2.7589
H65 -3.6483 0.0983 -0.8123

Results
Charge   -1
Energy above the lowest of the compared OMol25 structures with the same formula, charge and spin   238.9 kJ/mol
HOMO   -0.23169 Ha
Frontier orbital gap   8.75 eV



energy above the lowest of the compared OMol25 structures with the same formula, charge and spin of number 1 (C6H14O)? 426.2 kJ/mol



Which formula does entry 2 have? C4H8N2OS



Repeat the first record exactly.
Density functional theory data (ωB97M-V/def2-TZVPD) for a molecular structure, C6H14O at a distorted geometry.

Cartesian coordinates (Å):
O1 0.9048 -1.9902 1.7838
C1 -0.2534 0.0770 0.0235
C2 0.3866 -0.1395 -1.2486
C3 -1.5155 -0.3894 0.3264
C4 0.3846 1.0838 0.9578
C5 0.1488 2.5228 0.4552
C6 -0.2818 -0.9529 -2.3684
H1 -0.6969 0.7190 -1.1515
H2 0.3756 -1.5431 -3.0002
H3 -0.8179 -0.2895 -3.0529
H4 1.7855 -1.8038 1.4499
H5 1.4689 0.9620 0.9553
H6 1.4695 -0.1941 -1.2998
H7 0.5114 3.3296 1.0912
H8 -1.0810 -1.5656 -1.9488
H9 -0.0112 0.9252 1.9572
H10 0.7718 2.6151 -0.4376
H11 -1.9998 -1.1882 -0.2094
H12 -0.8923 2.7085 0.1904
H13 0.2144 -1.6603 1.1894
H14 -2.0629 0.1891 1.0565

Results
Charge   0
Energy above the lowest of the compared OMol25 structures with the same formula, charge and spin   426.2 kJ/mol
HOMO   -0.28199 Ha
Frontier orbital gap   8.40 eV



Look up the frontier orbital gap of the third one. 8.75 eV